{
  "formula": "C33H88AsF6O33S11",
  "method": "ωB97M-V with the def2-TZVPD basis set",
  "relative_energy_kcal_mol": 0.0,
  "homo_energy_ev": -9.13,
  "gap_ev": 10.73,
  "charge": -1,
  "energy_ev": -299549.612,
  "elements": ["H", "C", "C", "H", "As", "C", "C", "S", "H", "H", "H", "O", "C", "O", "H", "C", "H", "H", "H", "O", "C", "H", "C", "C", "H", "H", "H", "H", "C", "O", "C", "H", "O", "C", "H", "H", "H", "O", "H", "O", "C", "H", "H", "H", "H", "H", "S", "H", "F", "H", "C", "O", "H", "H", "H", "O", "H", "F", "H", "H", "H", "H", "F", "H", "O", "C", "H", "H", "C", "O", "H", "O", "H", "S", "C", "H", "H", "H", "C", "O", "H", "C", "H", "C", "H", "H", "H", "O", "O", "H", "H", "H", "O", "C", "H", "H", "C", "H", "C", "H", "H", "F", "H", "S", "O", "O", "O", "S", "H", "O", "H", "H", "H", "H", "O", "H", "C", "O", "C", "O", "H", "H", "H", "O", "H", "H", "O", "H", "H", "C", "H", "H", "H", "H", "S", "H", "H", "O", "H", "O", "H", "C", "H", "S", "O", "C", "S", "C", "C", "F", "H", "H", "H", "F", "O", "C", "C", "H", "O", "C", "H", "H", "O", "O", "S", "O", "S", "H", "H", "S", "H", "H"],
  "coordinates": [[-4.742, 3.956, -3.953], [-2.520, -4.709, -1.944], [-5.613, 3.808, 1.783], [-2.623, -4.769, 1.254], [0.241, 0.025, 0.496], [-2.328, -0.898, 3.950], [-2.145, 0.561, -5.180], [-0.043, 1.391, -6.563], [5.178, -1.632, 2.472], [-1.836, -3.283, -0.424], [4.058, -0.720, 1.525], [2.810, -3.952, -3.703], [4.165, -1.225, 2.487], [5.223, 2.920, 2.102], [3.194, -2.957, 1.831], [-2.456, -3.322, -1.316], [7.635, 1.505, 2.674], [-2.508, 1.570, -5.384], [-2.170, 0.117, 4.302], [-0.714, 0.522, -5.359], [1.432, 1.807, -3.015], [-2.255, 4.765, -1.441], [5.211, 1.931, -4.351], [-3.129, -4.338, 2.121], [-0.528, 2.689, 2.834], [-1.772, -7.457, -5.018], [1.314, -1.924, -2.210], [-1.541, -4.934, 3.453], [-4.777, 3.842, -2.864], [-6.739, 0.743, -0.010], [-1.253, 4.394, -1.234], [4.944, 1.750, -6.533], [-5.117, 1.986, -1.411], [-2.433, 0.314, -3.710], [-0.277, -0.722, -7.578], [-2.657, 3.179, 1.305], [-0.110, -2.144, -3.018], [6.114, -0.817, -3.289], [0.008, -4.727, 0.202], [-0.762, 2.634, -6.738], [2.788, 3.032, 1.238], [6.564, 4.354, 2.801], [1.803, -4.651, 5.586], [1.837, 3.564, 1.300], [6.256, 3.016, 3.942], [1.560, -5.000, 0.861], [-4.475, 5.232, 1.752], [-1.805, 0.865, -3.013], [1.782, -0.480, -0.182], [8.474, 3.020, 2.600], [-2.052, -4.019, 3.147], [3.502, -3.068, 3.931], [-3.369, -1.073, 3.689], [1.276, -1.394, -3.973], [-1.621, 0.382, -7.975], [-5.072, 6.305, 2.489], [0.929, -6.274, -0.145], [1.065, 0.216, 2.012], [-1.570, -7.256, -3.262], [-1.697, -1.026, 3.075], [-4.420, -1.220, -0.300], [-2.631, 1.318, 6.468], [-0.147, -1.655, 0.843], [6.036, 1.647, -1.807], [-4.097, -5.864, -5.175], [6.353, 3.287, 2.891], [-0.087, 0.665, -8.789], [1.573, 1.380, -2.033], [-0.542, 0.288, -7.874], [-3.124, -4.678, -3.239], [-0.838, 0.708, 8.947], [3.500, 3.289, 3.809], [5.297, 3.270, -6.045], [1.943, 3.545, -3.126], [-5.667, 2.653, -2.586], [1.715, -3.386, -0.859], [-2.493, 0.135, 8.604], [3.078, 3.288, 0.218], [-0.443, 4.369, -2.518], [-2.477, -2.120, 6.405], [-1.287, 3.392, -0.809], [-4.335, -0.137, -0.266], [-3.800, -5.090, 2.528], [-1.787, 0.958, 8.481], [-2.505, -0.745, -3.469], [-3.469, -3.023, -1.023], [7.468, 2.430, 1.225], [1.677, 4.003, -4.464], [-6.124, -0.109, -2.290], [-2.634, -0.176, -5.815], [-6.684, 3.002, -2.392], [-1.480, -4.989, -2.123], [3.601, -5.179, 2.564], [1.605, -4.426, -1.175], [-0.764, 5.093, -0.558], [0.885, -0.226, 4.491], [1.497, 0.474, 5.051], [4.405, 1.390, -1.149], [-1.711, 1.422, 7.040], [-5.208, 3.013, 1.160], [-1.134, 4.094, 3.755], [0.596, 1.686, 0.089], [-5.220, 4.784, -2.544], [4.905, -0.191, -2.843], [3.244, 3.677, -2.518], [3.766, -0.982, -2.468], [-0.484, -2.568, 4.933], [3.493, -4.704, 3.917], [-5.693, 1.919, -3.388], [4.400, -5.148, 4.929], [2.666, 1.969, 1.411], [2.051, 1.355, -3.788], [-1.293, -3.337, 2.759], [2.158, -1.976, 2.756], [-4.005, 5.411, 0.397], [1.716, -6.055, 4.308], [-1.822, -6.753, -4.191], [4.364, 0.821, -3.956], [3.180, -2.374, 2.759], [0.526, -4.107, -4.779], [5.688, 0.278, -0.660], [-1.253, -5.879, -4.506], [-3.437, 0.144, -0.820], [1.371, 1.339, -6.288], [-5.862, 3.449, 2.777], [6.267, 1.659, -4.358], [0.937, 4.304, -2.131], [-3.430, 0.740, -3.540], [-1.686, 4.572, 1.478], [-1.417, 3.232, 3.147], [-3.067, -5.340, -1.246], [1.143, -4.477, 3.918], [-3.778, 3.726, -2.456], [4.059, -0.422, 3.219], [0.825, 0.682, 6.715], [3.645, 2.605, -5.667], [5.018, 2.686, -3.591], [-0.751, 0.651, 6.289], [-1.995, 2.518, 3.738], [1.106, 2.033, 7.159], [2.524, 0.125, 5.120], [0.962, -2.111, -3.224], [-2.210, 1.739, 9.123], [-5.764, 0.539, -1.055], [4.027, 5.132, 2.201], [0.969, -5.192, -0.041], [-1.885, -2.253, 5.102], [5.323, 0.899, -1.473], [-2.271, 3.861, 2.070], [-1.248, 0.491, 1.319], [-0.735, 3.541, -3.170], [0.401, 1.685, -3.340], [-0.597, 5.276, -3.105], [-0.599, -0.149, -1.017], [0.824, -4.563, -2.374], [7.544, 2.531, 2.308], [1.847, -5.003, 4.565], [-1.450, 2.482, 7.005], [1.092, -0.449, 7.539], [4.714, 2.413, -5.692], [-2.193, -2.520, -2.007], [-4.181, 0.278, 0.725], [-4.137, -6.882, -2.877], [-3.275, 4.675, 2.698], [-3.483, -6.111, -3.902], [-2.667, -3.442, 4.311], [1.394, -3.766, -3.689], [1.426, 1.480, 4.646], [-3.608, -3.417, 1.796], [3.849, 3.731, 2.484], [-6.536, 4.164, 1.323], [2.610, -4.819, -1.339]],
  "lowdin_charge": [0.082, -0.265, -0.099, 0.061, 0.780, -0.085, -0.244, 0.618, 0.082, 0.058, 0.063, -0.259, -0.049, -0.274, 0.108, -0.055, 0.074, 0.112, 0.043, -0.289, -0.087, 0.055, -0.257, -0.048, 0.068, 0.072, 0.033, 0.120, -0.055, -0.293, -0.062, 0.085, -0.291, -0.049, 0.078, 0.109, 0.055, -0.275, 0.060, -0.283, -0.120, 0.116, 0.079, 0.071, 0.120, 0.062, 0.622, 0.066, -0.248, 0.075, -0.276, -0.232, 0.071, 0.078, 0.066, -0.278, 0.086, -0.242, 0.070, 0.036, 0.055, 0.115, -0.259, 0.066, -0.281, -0.281, 0.074, 0.045, -0.111, -0.249, 0.070, -0.284, 0.085, 0.616, -0.246, 0.107, 0.077, 0.064, -0.259, -0.263, 0.073, -0.109, 0.085, -0.068, 0.072, 0.065, 0.072, -0.273, -0.277, 0.124, 0.124, 0.092, -0.292, -0.263, 0.087, 0.041, -0.095, 0.058, -0.252, 0.039, 0.092, -0.247, 0.080, 0.588, -0.288, -0.281, -0.301, 0.613, 0.099, -0.276, 0.045, 0.045, 0.095, 0.102, -0.291, 0.071, -0.101, -0.273, -0.300, -0.288, 0.071, 0.050, 0.058, -0.268, 0.074, 0.121, -0.253, 0.068, 0.100, -0.042, 0.116, 0.046, 0.057, 0.065, 0.616, 0.054, 0.087, -0.315, 0.068, -0.288, 0.073, -0.115, 0.079, 0.603, -0.283, -0.050, 0.638, -0.099, -0.280, -0.260, 0.104, 0.042, 0.126, -0.242, -0.273, -0.070, -0.105, 0.112, -0.269, -0.054, 0.058, 0.070, -0.296, -0.254, 0.614, -0.272, 0.616, 0.056, 0.076, 0.622, 0.072, 0.123]
}